# 1
ORCA calculation (the ωB97M-V functional and the def2-TZVPD basis) on C14H12AlBr2N3O5S as an isolated structure at a distorted geometry.

Structure (ORCA input):
```
! RIJCOSX wB97M-V def2-TZVPD def2/J DEFGRID3
* xyz 0 1
Al -0.0541 0.1204 0.1930
O -3.3668 -1.5197 0.2507
C -2.2169 -1.2450 0.5179
O -1.2866 -1.0386 -0.3669
C -1.7390 -0.8684 1.9346
O -2.3842 -1.0800 2.9290
O -0.6325 -0.1773 1.8619
C -1.1194 -0.8544 -3.1732
C 0.2102 -0.2028 -3.0328
C 0.9564 0.0750 -4.1962
C 2.1804 0.6805 -4.1193
C 2.7035 1.0090 -2.8560
C 3.9450 1.6374 -2.6157
Br 5.0634 2.0766 -4.0878
C 4.3506 1.9477 -1.3454
C 3.5442 1.6056 -0.2544
Br 4.1095 2.0465 1.4918
C 2.3401 0.9446 -0.4161
O 1.5709 0.5684 0.5729
C 1.9023 0.6735 -1.7386
N 0.6846 0.0966 -1.8347
H -1.3572 -1.0396 -4.2169
H -1.8985 -0.2334 -2.7382
H -1.1260 -1.7930 -2.6232
H 0.5413 -0.2002 -5.1546
H 2.7445 0.8962 -5.0142
H 5.2917 2.4485 -1.1797
C -4.3972 0.9909 1.7441
N -3.1184 1.5422 1.3481
C -2.6819 1.5975 0.1053
N -3.4719 1.2484 -0.9080
S -1.1167 2.2247 -0.2304
H -4.4614 1.0105 2.8270
H -4.4810 -0.0507 1.4183
H -5.2123 1.5763 1.3154
H -2.4655 1.8032 2.0762
H -4.2422 0.6131 -0.7594
H -3.1010 1.3491 -1.8392
*
```

* ΔE to the lowest compared entry with this formula, charge and spin: 1.02 kcal per mole

Löwdin population analysis, charges in e, atoms 1 to 5: atom 1 (Al): -0.093, atom 2 (O): 0.092, atom 3 (C): -0.487, atom 4 (O): 0.013, atom 5 (C): -0.506

# 2
ORCA calculation (the ωB97M-V functional and the def2-TZVPD basis) on C9H18Cl2N2OV as an isolated structure at a distorted geometry.

Structure (ORCA input):
```
! RIJCOSX wB97M-V def2-TZVPD def2/J DEFGRID3
* xyz -1 3
V -1.0426 0.2760 0.6427
Cl -0.2877 2.2840 0.2936
Cl -1.5022 -0.7137 2.5477
C -2.8319 0.3782 0.1056
H -3.6131 -0.2684 0.5174
H -3.2523 1.2636 -0.3885
C -0.6444 -0.9301 -0.7425
C -1.9906 -0.4845 -1.0381
H -0.5714 -1.5118 0.2123
C -2.0869 0.3475 -2.3632
H -2.6163 -1.3970 -1.1661
C -1.4323 -0.3954 -3.5187
H -3.1490 0.5251 -2.5653
H -1.5788 1.3118 -2.1717
C 0.0078 -0.8388 -3.2097
H -2.0380 -1.2773 -3.7569
H -1.4410 0.2626 -4.3892
C 0.0755 -1.6129 -1.8831
H 0.3715 -1.4584 -4.0433
H 0.6448 0.0592 -3.1645
H -0.4422 -2.5778 -2.0139
H 1.1107 -1.8729 -1.6571
C 2.1519 0.4655 4.6630
N 2.8485 0.8910 3.4689
C 2.4071 0.6349 2.2052
N 3.2375 1.1390 1.2194
O 1.3900 -0.0339 1.9443
H 1.2230 -0.0388 4.3878
H 1.9260 1.3353 5.2923
H 2.7806 -0.2170 5.2480
H 3.7233 1.3764 3.5592
H 2.8257 1.1399 0.2953
H 3.7968 1.9389 1.4689
*
```

* <S²>: 2.021
* ΔE to the lowest compared entry with this formula, charge and spin: 0.00 kcal per mole

Löwdin population analysis, charges in e, atoms 1 to 5: atom 1 (V): 0.001, atom 2 (Cl): -0.018, atom 3 (Cl): -0.006, atom 4 (C): -0.297, atom 5 (H): 0.028

# 3
ORCA calculation (the ωB97M-V functional and the def2-TZVPD basis) on C21H22MnN2O7P2S3 as an isolated structure at a distorted geometry.

Structure (ORCA input):
```
! RIJCOSX wB97M-V def2-TZVPD def2/J DEFGRID3
* xyz 0 6
Mn -0.7369 0.1265 -0.0238
S 0.0097 2.2562 1.5088
C -1.4126 2.8224 0.7722
N -2.1708 2.0295 0.0539
C -3.3274 2.6681 -0.4039
C -4.3481 2.0953 -1.1639
C -5.4342 2.8761 -1.5244
C -5.5220 4.2146 -1.1397
C -4.5183 4.7953 -0.3807
C -3.4297 4.0113 -0.0180
S -2.0321 4.4483 0.9258
H -4.2757 1.0619 -1.4778
H -6.2248 2.4437 -2.1247
H -6.3775 4.8075 -1.4414
H -4.5771 5.8339 -0.0747
N -2.9615 -3.3269 1.4239
C -2.1888 -2.9003 0.1909
C -2.2801 -3.9857 -0.8891
P -3.1228 -1.4022 -0.3871
O -3.0111 -0.6078 1.0513
O -4.5167 -1.8676 -0.5820
O -2.3343 -0.6138 -1.3893
P -0.4161 -2.6619 0.6209
O -0.6021 -1.5046 1.7969
O 0.1055 -3.8973 1.2395
O 0.1934 -1.9441 -0.5436
H -3.9545 -3.3305 1.1647
H -2.8281 -2.6100 2.1391
H -2.6413 -4.2291 1.7667
H -3.3123 -4.1257 -1.2143
H -1.8593 -4.9291 -0.5339
H -1.6955 -3.6623 -1.7505
H -3.5034 0.2337 1.0002
H 0.0919 -1.6244 2.4661
O 1.1790 0.6582 -1.0065
S 2.3514 -0.2327 -1.3509
C 3.7289 0.9211 -1.4032
C 3.5578 2.1967 -0.8956
C 4.6416 3.0648 -0.8971
C 5.8667 2.6537 -1.4071
C 6.0181 1.3687 -1.9181
C 4.9424 0.4947 -1.9219
C 2.8866 -1.0345 0.1793
C 2.6046 -0.4273 1.3912
C 3.0393 -1.0345 2.5630
C 3.7394 -2.2360 2.5095
C 4.0008 -2.8364 1.2843
C 3.5727 -2.2348 0.1087
H 2.5882 2.4933 -0.5026
H 4.5249 4.0647 -0.4980
H 6.7054 3.3390 -1.4149
H 6.9734 1.0498 -2.3162
H 5.0504 -0.5133 -2.3155
H 2.0545 0.5050 1.4152
H 2.8370 -0.5603 3.5173
H 4.0791 -2.7059 3.4253
H 4.5245 -3.7847 1.2476
H 3.7479 -2.7104 -0.8519
*
```

* <S²>: 8.752
* ΔE to the lowest compared entry with this formula, charge and spin: 5.88 kcal per mole

Löwdin population analysis, charges in e, atoms 1 to 5: atom 1 (Mn): 0.828, atom 2 (S): 0.558, atom 3 (C): -1.153, atom 4 (N): -0.077, atom 5 (C): -0.303

# 4
ORCA calculation (the ωB97M-V functional and the def2-TZVPD basis) on a 2-piece molecular cluster, C3H4NO2 overall at a distorted geometry.

Structure (ORCA input):
```
! RIJCOSX wB97M-V def2-TZVPD def2/J DEFGRID3
* xyz 1 1
C -0.5794 0.5812 0.0231
C 0.0407 0.7380 1.1948
C -0.8867 -0.7230 -0.5975
N 2.2905 0.5117 0.2793
O 0.4246 0.9084 2.2586
O 2.5898 -0.3021 -0.4169
H -0.8725 1.4867 -0.4976
H -1.8646 -1.0692 -0.2393
H -0.9696 -0.6313 -1.6789
H -0.1728 -1.5005 -0.3255
*
```

* ΔE to the lowest compared entry with this formula, charge and spin: 87.53 kcal per mole

Löwdin population analysis, charges in e, atoms 1 to 5: atom 1 (C): -0.039, atom 2 (C): -0.169, atom 3 (C): -0.043, atom 4 (N): 0.266, atom 5 (O): 0.288

# 5
ORCA calculation (the ωB97M-V functional and the def2-TZVPD basis) on a 14-piece molecular cluster, C48H131N7O14 overall at a distorted geometry.

Structure (ORCA input):
```
! RIJCOSX wB97M-V def2-TZVPD def2/J DEFGRID3
* xyz 0 1
C 3.7796 1.5116 3.9690
C 2.2288 1.5712 3.8277
O 1.7339 0.7285 2.8149
H 4.3220 1.9447 3.1102
H 4.1803 0.4965 4.0479
H 4.0550 2.1369 4.8361
H 1.9599 2.6603 3.6251
H 1.7138 1.4218 4.7664
H 0.8555 0.4417 3.1864
C -4.3314 -5.7621 5.1601
C -2.8401 -5.4809 4.9640
C -2.5509 -5.5302 3.4666
O -1.2565 -4.9664 3.2194
C -0.9682 -4.8065 1.8599
N -2.4703 -4.1132 5.5471
H -4.6838 -5.7317 6.2238
H -4.7154 -6.6622 4.6068
H -4.9374 -5.0536 4.5857
H -2.2887 -6.2280 5.4922
H -3.2692 -4.8901 2.9180
H -2.5846 -6.5535 3.0458
H -0.8885 -5.7073 1.2963
H -0.0371 -4.2596 1.8521
H -1.7526 -4.2501 1.2749
H -2.9017 -3.4243 4.9664
H -1.4680 -4.0059 5.4827
C 4.1169 4.1933 -0.9551
C 4.3430 3.8781 0.5323
C 5.8275 3.4454 0.8233
O 5.9214 2.1100 0.4207
C 7.0843 1.4305 0.7531
N 4.1709 5.1303 1.2433
H 4.6797 5.0892 -1.2419
H 3.0404 4.3607 -1.1686
H 4.4425 3.4301 -1.6293
H 3.6611 3.1065 0.8825
H 5.9658 3.5865 1.8767
H 6.5451 4.1400 0.3325
H 7.7809 1.5573 -0.0524
H 6.8058 0.3412 0.7617
H 7.4980 1.7721 1.7303
H 4.0506 4.9604 2.2243
H 3.2915 5.5204 0.8820
C 4.4434 -1.0066 1.5886
C 4.9584 -2.2807 2.2870
C 4.6200 -2.2722 3.7296
O 5.2858 -1.3302 4.4659
C 6.7263 -1.4097 4.5165
N 4.3147 -3.4748 1.6228
H 4.9799 -0.1325 1.8512
H 3.4628 -0.7880 1.9249
H 4.4312 -1.0998 0.5245
H 6.0607 -2.4157 2.2130
H 4.7870 -3.3157 4.1366
H 3.5085 -1.9638 3.8593
H 7.0218 -2.3279 5.0539
H 7.1348 -0.4810 4.8765
H 7.2427 -1.5507 3.5428
H 4.7830 -4.3115 1.9911
H 3.3591 -3.5199 1.9733
C 2.5215 0.7398 -0.6259
C 1.1280 0.7767 -1.1852
C 0.3016 -0.2621 -0.4909
O -0.9726 -0.4181 -1.1145
C -2.0614 -0.8411 -0.2895
N 0.7309 2.1443 -0.9399
H 2.5225 1.0639 0.4296
H 3.2084 1.3993 -1.1986
H 2.8709 -0.2833 -0.6532
H 1.0615 0.5682 -2.2515
H 0.2094 0.0247 0.5959
H 0.8561 -1.2168 -0.5977
H -1.7632 -1.7574 0.2084
H -2.9489 -1.1091 -0.8716
H -2.3697 -0.1287 0.5299
H 1.0746 2.4198 -0.0023
H -0.3019 2.2414 -0.9511
C 1.3711 5.9828 -6.4121
C 2.7031 5.6184 -5.7060
C 2.4687 4.4579 -4.7264
O 2.0530 3.3092 -5.4276
C 1.4158 2.3921 -4.5745
N 3.8214 5.4432 -6.6753
H 0.9613 5.0944 -6.8300
H 1.5309 6.8429 -7.0522
H 0.7230 6.3613 -5.5923
H 2.9184 6.5387 -5.0985
H 1.7655 4.8187 -3.9635
H 3.3792 4.2828 -4.1339
H 2.1799 1.8880 -3.9366
H 0.9593 1.5987 -5.1915
H 0.6257 2.8107 -3.9653
H 3.6110 4.5956 -7.1768
H 4.6017 5.0272 -6.1877
C -2.4445 2.7783 -3.8673
C -2.2375 3.8148 -2.7872
C -2.3389 5.2178 -3.3221
O -2.3636 6.2037 -2.3200
C -2.4678 7.4976 -2.9204
N -3.2270 3.6047 -1.7381
H -1.7297 2.9280 -4.6922
H -3.4942 2.6109 -4.1467
H -2.0967 1.8609 -3.3810
H -1.2102 3.6914 -2.4217
H -3.2374 5.3009 -3.9299
H -1.4406 5.2489 -3.9839
H -3.0501 7.4621 -3.8936
H -1.4571 7.9566 -3.0516
H -3.1114 8.0929 -2.2469
H -3.2003 4.4105 -1.1002
H -4.1582 3.7220 -2.1649
C -1.4271 -1.2878 3.4197
C -1.8145 -0.0746 4.2359
C -2.3084 -0.5134 5.6247
O -3.5271 -1.2509 5.5706
C -4.0041 -1.3828 6.8765
N -0.6742 0.9147 4.2855
H -0.5699 -1.7561 3.9166
H -1.0804 -1.0265 2.3587
H -2.2043 -2.0362 3.3964
H -2.5861 0.4334 3.7146
H -2.3047 0.3176 6.2897
H -1.5386 -1.2158 6.1073
H -3.9486 -0.5233 7.4758
H -3.4159 -2.1523 7.3663
H -5.0210 -1.7698 6.8632
H -1.0797 1.8236 3.9961
H -0.5550 0.9852 5.2875
C 0.8523 -1.7728 -4.6127
C 0.3567 -3.1792 -4.1328
C 1.3791 -4.2590 -3.7962
O -0.3393 -3.0244 -2.9244
H 0.0464 -1.0438 -4.8326
H 1.2619 -1.8577 -5.6268
H 1.5745 -1.3617 -3.9345
H -0.2636 -3.6531 -4.9436
H 0.7702 -5.1325 -3.5470
H 1.9793 -4.0437 -2.9436
H 2.0637 -4.5664 -4.5859
H -0.6156 -2.0812 -2.8395
C -0.6593 4.2249 1.5643
C -1.9796 3.4746 1.9613
C -2.0332 2.0294 1.4820
O -2.2389 3.4895 3.4022
H -0.8648 5.2631 1.7815
H -0.5064 4.1599 0.4799
H 0.2353 3.8486 2.0801
H -2.7972 3.9997 1.4377
H -1.1413 1.5157 1.7618
H -2.1776 2.0411 0.3810
H -2.9164 1.5284 2.0059
H -2.6085 4.3789 3.5102
C 7.8871 -2.4456 -1.7627
C 6.4129 -2.7471 -1.4490
C 5.6274 -3.2195 -2.7032
O 6.3474 -3.7231 -0.4189
H 8.3531 -3.3404 -2.0698
H 8.4525 -1.9576 -1.0010
H 8.0299 -1.7424 -2.5843
H 5.9320 -1.8592 -1.0545
H 6.0095 -4.2424 -3.0774
H 5.7423 -2.4791 -3.4780
H 4.6173 -3.3729 -2.3524
H 5.4315 -3.6323 -0.0623
C -4.2168 -5.0521 -2.9821
C -3.2017 -5.2280 -1.8591
C -2.1749 -6.2278 -2.2540
O -2.6711 -3.9944 -1.4709
H -4.7383 -5.9599 -3.1980
H -3.6085 -4.8109 -3.8768
H -4.9696 -4.2515 -2.7855
H -3.7200 -5.6313 -1.0064
H -1.4828 -6.3826 -1.4688
H -1.6199 -5.9017 -3.1084
H -2.6548 -7.1765 -2.5296
H -1.9754 -3.7896 -2.1261
C -7.0097 0.2409 2.4270
C -5.5888 0.0151 1.9545
C -5.1688 -1.4625 2.0692
O -5.3164 0.5371 0.6821
H -7.3270 1.2628 2.2150
H -7.1270 -0.0559 3.4445
H -7.6357 -0.5474 1.9357
H -4.9270 0.5387 2.6237
H -4.1850 -1.5528 1.5525
H -5.8636 -2.1077 1.5461
H -5.0952 -1.7034 3.1225
H -5.7694 0.0156 0.0173
C -5.2443 -0.0984 -2.7584
C -6.7180 -0.1139 -2.8941
C -7.4389 -0.8637 -3.9942
O -7.2152 -0.5157 -1.6044
H -4.9419 0.6406 -1.9795
H -4.7272 0.1691 -3.7045
H -4.8536 -1.0514 -2.3573
H -7.0648 0.9308 -3.0560
H -7.0884 -1.8778 -4.1587
H -7.4452 -0.2443 -4.9413
H -8.4263 -0.9989 -3.6710
H -8.0712 -0.1373 -1.3974
*
```

* ΔE to the lowest compared entry with this formula, charge and spin: 0.00 kcal per mole

Löwdin population analysis, charges in e, atoms 1 to 5: atom 1 (C): -0.058, atom 2 (C): -0.327, atom 3 (O): -0.132, atom 4 (H): 0.057, atom 5 (H): 0.043

# 6
ORCA calculation (the ωB97M-V functional and the def2-TZVPD basis) on C17H23N2P2S2Ti as an isolated structure.

Structure (ORCA input):
```
! RIJCOSX wB97M-V def2-TZVPD def2/J DEFGRID3
* xyz 2 2
Ti 0.3908 -0.3940 0.3595
C -1.4559 2.5524 1.8666
P -0.5118 2.0036 0.4043
C 0.7548 3.2862 0.1856
C -1.6719 2.1838 -0.9863
C -2.1328 3.4517 -1.3332
C -3.0316 3.6133 -2.3744
C -3.4873 2.5052 -3.0761
C -3.0425 1.2388 -2.7343
C -2.1319 1.0649 -1.6948
P -1.5881 -0.6150 -1.2538
C -3.1019 -1.4489 -0.6670
C -1.1951 -1.4538 -2.8155
H -1.8326 3.5647 1.7162
H -0.8048 2.5508 2.7423
H -2.3115 1.8998 2.0449
H 0.3005 4.2767 0.1867
H 1.2848 3.1283 -0.7522
H 1.4663 3.2285 1.0108
H -1.7902 4.3235 -0.7899
H -3.3763 4.6035 -2.6377
H -4.1890 2.6268 -3.8894
H -3.4102 0.3822 -3.2853
H -3.8779 -1.4081 -1.4321
H -3.4906 -0.9647 0.2297
H -2.8811 -2.4957 -0.4517
H -2.0711 -1.4877 -3.4629
H -0.8810 -2.4766 -2.6011
H -0.3854 -0.9326 -3.3235
S 1.7810 0.2192 -1.5202
C 2.7934 -0.8042 -0.5453
N 2.2474 -1.2783 0.5689
C 3.1369 -2.0844 1.2759
C 2.8965 -2.7390 2.4804
C 3.9100 -3.4976 3.0315
C 5.1497 -3.6085 2.3983
C 5.4040 -2.9652 1.2028
C 4.3844 -2.2021 0.6486
S 4.4065 -1.2806 -0.8399
H 1.9375 -2.6574 2.9775
H 3.7439 -4.0140 3.9666
H 5.9237 -4.2095 2.8538
H 6.3653 -3.0541 0.7163
N -0.7598 -1.0639 2.1573
H -0.8357 -2.0813 2.2077
H -1.7158 -0.7130 2.2055
H -0.3134 -0.7738 3.0289
*
```

* electronic energy: -3099.2439 Eh
* <S²>: 0.756

Löwdin population analysis, charges in e, atoms 1 to 5: atom 1 (Ti): 0.653, atom 2 (C): -0.228, atom 3 (P): 0.818, atom 4 (C): -0.232, atom 5 (C): -0.374

# 7
ORCA calculation (the ωB97M-V functional and the def2-TZVPD basis) on a single C14H16N4O3S molecule.

Structure (ORCA input):
```
! RIJCOSX wB97M-V def2-TZVPD def2/J DEFGRID3
* xyz 0 1
C -0.8265 -2.1420 6.0510
H -0.2115 -1.4794 6.6568
H -1.0943 -3.0031 6.6579
H -1.7442 -1.6239 5.7793
C -0.0706 -2.6027 4.8105
C 0.3720 -1.4837 3.9407
N 1.1322 -1.6004 2.8737
C 1.2562 -0.3314 2.4229
N 0.6213 0.5603 3.1543
N 0.0553 -0.1846 4.1204
H -0.5178 0.2577 4.8201
S 2.1916 0.0748 1.0199
C 1.5796 1.7780 0.7680
C 0.1484 1.7659 0.2523
O -0.7550 2.3105 0.8424
N 0.0422 1.0888 -0.9242
C -1.0835 0.8305 -1.6860
C -2.3634 1.1878 -1.2568
C -3.4696 0.9083 -2.0315
C -3.3321 0.2640 -3.2537
C -2.0768 -0.0963 -3.6930
C -0.9387 0.1760 -2.9298
C 0.3854 -0.2168 -3.4434
O 1.4497 0.0135 -2.8983
O 0.3236 -0.8698 -4.6098
C 1.5681 -1.2741 -5.1596
H 1.3331 -1.8271 -6.0652
H 2.1824 -0.4014 -5.3913
H 2.1096 -1.9049 -4.4516
H -1.9542 -0.5955 -4.6409
H -4.2003 0.0475 -3.8568
H -4.4494 1.1950 -1.6797
H -2.4712 1.6899 -0.3099
H 0.9028 0.7172 -1.3351
H 1.6244 2.3054 1.7189
H 2.2527 2.2278 0.0389
H -0.6979 -3.2690 4.2123
H 0.8161 -3.1740 5.0950
*
```

* ΔE to the lowest compared entry with this formula, charge and spin: 21.55 kcal per mole
* SMILES: CCc1nc(SCC(=O)Nc2ccccc2C(=O)OC)n[nH]1

Löwdin population analysis, charges in e, atoms 1 to 5: atom 1 (C): -0.108, atom 2 (H): 0.075, atom 3 (H): 0.073, atom 4 (H): 0.073, atom 5 (C): -0.172

# 8
ORCA calculation (the ωB97M-V functional and the def2-TZVPD basis) on a 2-piece molecular cluster, C8H16N2 overall at a distorted geometry.

Structure (ORCA input):
```
! RIJCOSX wB97M-V def2-TZVPD def2/J DEFGRID3
* xyz 0 1
C 0.5251 1.9304 -0.6000
C 1.1864 3.3310 -0.7402
C 1.3360 0.9178 -1.4757
H 0.4440 1.6378 0.4895
H -0.5438 1.9661 -1.0619
H 1.7810 3.4748 -1.6737
H 0.6506 0.1068 -1.8554
H 1.9530 3.2638 0.0996
H 0.4536 4.0336 -0.3627
H 1.6821 1.4566 -2.4006
H 2.2191 0.6910 -0.9990
C -0.2361 -0.6575 1.7024
C -1.3469 -0.7530 2.7281
C -0.5470 -1.3554 0.4651
C 0.0771 -2.4540 -0.0992
C -1.6468 -2.1122 -1.3947
N -1.6432 -1.1714 -0.3997
N -0.6237 -3.0212 -1.1835
H -0.1156 0.4538 1.2544
H 0.7580 -0.5523 2.1872
H -0.6587 -0.6901 3.6703
H 0.8812 -2.8674 0.3804
H -2.3252 -2.1342 -2.2450
H -0.4620 -3.8006 -1.6612
H -1.7895 -1.7353 2.5980
H -2.0087 0.0414 2.5777
*
```

* ΔE to the lowest compared entry with this formula, charge and spin: 70.33 kcal per mole
* SMILES: CCc1c[nH]cn1.CCC

Löwdin population analysis, charges in e, atoms 1 to 5: atom 1 (C): -0.321, atom 2 (C): -0.135, atom 3 (C): -0.120, atom 4 (H): 0.067, atom 5 (H): 0.124